A molecular structure, C36H46BN9SbTi. Source: the Open Molecules 2025 dataset; level of theory: wB97M-V/def2-TZVPD.

Positions of all 94 atoms, in Å:
Ti 0.21 0.04 0.21
C 3.35 2.23 2.00
C 3.36 1.71 0.61
C 4.18 2.37 -0.32
C 4.39 1.84 -1.57
C 3.91 0.55 -1.80
C 3.08 -0.03 -0.86
N 2.72 0.57 0.29
Sb 3.05 -2.21 -0.76
C 1.20 -2.57 -1.86
C 1.20 -3.63 -2.74
C 0.00 -4.02 -3.32
C -1.13 -3.28 -3.03
C -1.04 -2.18 -2.18
C -2.22 -1.30 -2.02
N 0.11 -1.85 -1.56
C 1.60 -2.53 0.89
C 1.81 -3.78 1.46
C 0.74 -4.49 2.01
C -0.51 -3.91 1.93
C -0.65 -2.63 1.41
C -2.01 -2.03 1.36
N 0.40 -1.93 0.92
H 2.77 1.61 2.67
H 4.39 2.22 2.35
H 3.02 3.26 2.03
H 4.66 3.29 -0.01
H 4.98 2.35 -2.31
H 4.19 0.00 -2.69
H 2.12 -4.15 -2.96
H -0.04 -4.86 -4.00
H -2.08 -3.53 -3.47
H -2.45 -0.83 -2.98
H -2.04 -0.51 -1.28
H -3.10 -1.88 -1.76
H 2.80 -4.21 1.46
H 0.88 -5.47 2.44
H -1.39 -4.44 2.28
H -2.52 -2.14 2.31
H -2.61 -2.57 0.63
H -1.95 -0.97 1.09
C 0.26 -1.47 4.07
C 0.78 -0.07 4.36
C 2.30 -0.11 4.58
C 0.48 1.02 3.36
C 0.43 2.34 3.82
C 0.37 3.13 2.69
N 0.37 2.33 1.62
N 0.41 1.02 2.00
B 0.04 2.88 0.22
N 0.85 2.25 -0.94
C 1.49 3.00 -1.85
C 1.53 2.31 -3.04
C 0.87 1.10 -2.81
N 0.46 1.06 -1.52
C 0.56 0.12 -3.90
C 1.82 -0.38 -4.61
C -0.39 0.80 -4.90
N -1.42 2.49 -0.01
C -2.43 3.34 -0.20
C -3.60 2.68 0.07
C -3.24 1.39 0.46
N -1.88 1.26 0.37
C -4.26 0.44 1.03
C -4.97 -0.40 -0.04
C -5.34 1.22 1.80
H 0.38 -2.07 4.97
H 0.85 -1.94 3.29
H -0.79 -1.45 3.82
H 0.32 0.27 5.29
H 2.83 -0.41 3.68
H 2.53 -0.84 5.36
H 2.67 0.85 4.93
H 0.45 2.66 4.84
H 0.34 4.20 2.61
H 0.19 4.05 0.20
H 1.85 3.98 -1.62
H 1.95 2.65 -3.96
H 0.03 -0.73 -3.49
H 2.43 0.45 -4.96
H 1.52 -0.96 -5.48
H 2.41 -1.02 -3.96
H 0.13 1.56 -5.48
H -1.23 1.26 -4.40
H -0.76 0.05 -5.59
H -2.26 4.37 -0.47
H -4.60 3.07 0.01
H -3.77 -0.22 1.75
H -5.21 0.20 -0.91
H -5.90 -0.78 0.36
H -4.37 -1.25 -0.35
H -6.01 1.75 1.13
H -4.91 1.93 2.51
H -5.94 0.51 2.37

Results
total charge: +3
spin multiplicity: 1
molar mass: 785.27 g mol⁻¹



A molecular structure, C3H7FO2Ru. Source: the Open Molecules 2025 dataset; level of theory: wB97M-V/def2-TZVPD.

Positions of all 14 atoms, in Å:
O 0.24 -1.57 -0.85
C 0.35 -0.64 -1.86
C 0.84 0.71 -1.36
O 0.09 1.06 -0.17
C 0.53 2.06 0.60
Ru -0.24 -1.25 0.86
H -0.62 -0.48 -2.38
H 1.08 -0.96 -2.63
H 0.68 1.50 -2.10
H 1.91 0.66 -1.08
H -0.25 2.48 1.24
H 1.33 2.69 0.21
H 1.75 -0.45 2.13
F 0.74 -0.50 2.33

Results
expectation value of S²: 12.015
total charge: +2
spin multiplicity: 7
molar mass: 195.16 g mol⁻¹



C16H17ClN4S in the gas phase. Source: the Open Molecules 2025 dataset; level of theory: wB97M-V/def2-TZVPD.

Positions of all 39 atoms, in Å:
S 2.55 3.72 0.53
C 2.39 2.17 -0.09
N 1.16 1.72 -0.20
C -0.10 2.33 0.28
C -1.13 1.19 0.75
N -1.58 0.31 -0.06
C -2.85 -0.36 0.16
C -2.91 -1.60 0.00
C -4.17 -2.21 0.09
C -5.24 -1.53 0.10
C -5.25 0.09 -0.02
C -4.06 0.60 -0.21
Cl -3.88 2.03 -0.51
H -6.06 0.58 -0.08
H -6.26 -1.97 0.03
H -4.25 -3.34 0.41
H -1.96 -2.39 0.25
C -0.42 -0.41 -0.47
H 0.19 -0.81 0.21
C 0.61 0.66 -1.03
H 0.13 1.11 -2.10
H 1.40 0.17 -1.33
H -0.69 -0.95 -1.27
H -0.75 0.90 1.93
H -2.03 2.07 1.01
H -0.55 2.93 -0.53
H 0.18 2.89 1.06
N 3.36 1.59 -0.52
C 3.50 0.06 -0.08
C 2.90 -0.67 0.82
C 3.22 -1.85 0.91
C 4.22 -2.53 0.11
N 4.99 -1.77 -0.62
C 4.62 -0.67 -0.86
H 5.23 -0.08 -1.55
H 4.59 -3.34 0.39
H 2.70 -2.54 1.52
H 2.08 -0.14 1.59
H 4.12 2.04 -0.66

Results
spin multiplicity: 1
molar mass: 332.86 g mol⁻¹
SMILES: S=C(Nc1cccnc1)N1CCN(c2ccccc2Cl)CC1



3 unconnected molecules or ions with the total composition C5H14N2O. Source: the Open Molecules 2025 dataset; level of theory: wB97M-V/def2-TZVPD.

Positions of all 22 atoms, in Å:
C 0.92 0.56 -0.23
N 2.06 0.93 0.78
C 1.86 0.20 1.92
C 0.78 -0.53 2.51
C -3.23 1.61 -1.12
O -1.84 -0.79 -0.69
C 0.96 -0.90 -0.76
N 2.26 -1.07 -1.43
H 1.04 1.32 -1.10
H -0.11 0.71 0.16
H -4.02 2.26 -1.57
H 0.81 -0.59 3.60
H 2.62 0.37 2.71
H 0.31 -1.29 1.98
H -3.66 0.70 -0.57
H -2.59 1.17 -1.88
H -2.56 2.16 -0.45
H -2.13 -1.74 -0.46
H 1.07 -1.40 0.23
H -0.10 -1.16 -1.08
H 2.59 -2.01 -1.59
H 2.97 -0.51 -0.97

Results
expectation value of S²: 1.528
total charge: +1
spin multiplicity: 2
molar mass: 118.18 g mol⁻¹



A molecular structure, CHMgNaO2. Source: the Open Molecules 2025 dataset; level of theory: wB97M-V/def2-TZVPD.

Positions of all 6 atoms, in Å:
O 2.24 -0.24 0.21
C -1.93 0.17 -0.23
O -0.66 0.15 -0.31
Mg 0.99 1.08 0.23
Na 1.59 -2.20 -0.33
H -2.23 1.04 0.44

Results
spin multiplicity: 1
molar mass: 92.31 g mol⁻¹



C4H6O in the gas phase. Source: the Open Molecules 2025 dataset; level of theory: wB97M-V/def2-TZVPD.

Positions of all 11 atoms, in Å:
C -1.91 -0.12 -0.04
C -0.71 0.43 -0.15
C 0.54 -0.44 0.06
C 1.80 0.30 0.28
H -2.85 0.45 -0.42
H -2.00 -1.25 0.25
H -0.47 1.55 -0.54
H 0.40 -1.12 0.88
H 0.66 -1.14 -0.79
H 1.60 1.47 0.75
O 2.92 -0.13 -0.30

Results
spin multiplicity: 1
molar mass: 70.09 g mol⁻¹
SMILES: C=CCC=O



Calculated energy, -81795.3255; -12591.6679; -46172.4389; -10424.3045; -15006.4952; -6289.8663 eV (same order as the records).
Calculated max |F|, 1.10; 5.38; 14.69; 5.29; 2.07; 7.78 eV/Å (same order as the records).